Record 1
{
  "formula": "C26H40BF4N2O5S2",
  "method": "wB97M-V/def2-TZVPD",
  "lumo_energy_ev": 1.75,
  "total_charge": -1,
  "e_tot_ev": -74048.84529,
  "orbital_gap_ev": 7.8,
  "symbols": ["C", "C", "C", "C", "C", "C", "C", "O", "C", "C", "C", "C", "C", "C", "C", "N", "C", "C", "O", "C", "C", "C", "N", "C", "C", "C", "C", "C", "C", "C", "S", "O", "S", "O", "O", "H", "H", "H", "H", "H", "H", "H", "H", "H", "H", "H", "H", "H", "H", "H", "H", "H", "H", "H", "H", "H", "H", "H", "H", "H", "H", "H", "H", "H", "H", "H", "H", "H", "H", "H", "H", "H", "H", "H", "H", "B", "F", "F", "F", "F"],
  "positions_angstrom": [[4.098020, 2.071863, 4.368294], [3.258969, 2.677122, 4.996623], [1.924356, 2.980672, 5.651931], [0.775307, 3.234779, 4.626162], [0.841942, 2.375939, 3.330968], [-0.541341, 1.815132, 2.893506], [-0.932488, 1.967725, 1.400881], [-0.721775, 3.273930, 0.871516], [-1.709961, 4.198312, 1.311496], [-2.858685, 4.452756, 0.293108], [-0.400115, 0.835047, 0.382450], [1.135595, 1.070211, 0.298143], [2.022736, 0.266349, -0.708906], [1.369907, -0.677369, -1.764726], [1.831619, -0.348360, -3.246785], [1.994283, -1.641056, -3.952176], [2.936929, -1.562170, -5.056419], [4.175465, -2.475626, -4.943188], [2.709721, -0.835028, -5.990331], [-1.077481, 1.403311, -0.914494], [-2.480360, 1.471530, -1.120663], [-3.002745, 2.042207, -2.294641], [-2.296707, 2.561405, -3.293315], [-0.980918, 2.541533, -3.086423], [-0.326811, 2.002078, -1.962991], [-0.873667, -0.570848, 0.866163], [0.280265, -1.629219, 1.102876], [-1.866799, -1.328997, -0.103590], [-2.100937, -2.829308, 0.232287], [-1.359456, -3.825625, -0.758337], [-0.651233, -5.202309, 0.249653], [-1.617487, -0.591517, 2.140367], [-0.885380, 0.102848, 3.384357], [0.273545, -0.553355, 3.934109], [-1.882546, 0.161182, 4.429137], [4.833118, 1.514415, 3.804443], [2.079039, 3.935731, 6.201609], [1.673242, 2.238645, 6.429667], [0.687510, 4.318817, 4.424256], [-0.168805, 2.951419, 5.144638], [1.550993, 1.530081, 3.386034], [1.230269, 3.037533, 2.527481], [-1.282829, 2.422038, 3.453908], [-2.042539, 1.835022, 1.380664], [-1.185882, 5.169815, 1.451729], [-2.168761, 3.958425, 2.291073], [-3.359256, 5.399462, 0.584755], [-2.455998, 4.514617, -0.732349], [-3.606641, 3.644063, 0.404843], [1.531453, 0.826922, 1.309182], [1.367733, 2.147843, 0.178775], [2.764672, -0.338277, -0.146001], [2.650528, 0.996529, -1.268422], [0.270640, -0.709522, -1.795375], [1.741740, -1.706892, -1.591743], [0.960688, 0.164464, -3.715427], [2.721956, 0.299759, -3.279605], [1.089975, -1.996163, -4.250517], [4.429109, -2.868993, -5.940658], [5.002975, -1.899020, -4.491265], [3.916967, -3.305642, -4.264323], [-3.174405, 1.088099, -0.366374], [-4.099765, 2.056309, -2.389410], [-0.347844, 2.987184, -3.872037], [0.762575, 2.082318, -1.936547], [1.179999, -1.178778, 1.567581], [0.532714, -2.194959, 0.195381], [-0.042100, -2.376516, 1.852659], [-1.647650, -1.157996, -1.168673], [-2.846424, -0.834565, 0.085080], [-1.952114, -3.099602, 1.289203], [-3.182166, -3.016823, 0.043339], [-2.083541, -4.259853, -1.465733], [-0.567965, -3.260481, -1.282142], [0.692153, -4.999648, 0.229199], [-1.702742, -7.873065, -2.367926], [-2.238106, -8.236522, -1.110077], [-0.296221, -8.030119, -2.347336], [-2.256277, -8.699186, -3.375056], [-2.023783, -6.512029, -2.645541]],
  "atomic_forces_ev_per_a": [[-0.04, 0.34, 0.16], [-1.10, -1.33, -0.08], [1.26, 1.48, -0.11], [-0.54, -1.01, 0.57], [0.33, 0.04, -0.65], [0.24, 1.13, -0.66], [-1.47, -0.79, -0.44], [0.16, -0.59, 0.92], [-0.30, 1.62, -0.28], [0.20, -0.41, 0.78], [-0.36, 2.88, -0.22], [0.76, -0.63, 0.86], [0.12, -0.01, -0.30], [1.10, -0.07, -0.83], [-1.97, -0.52, 0.58], [1.29, 0.10, 0.29], [-0.62, -0.28, -0.12], [-0.87, 0.09, 0.21], [0.59, -0.18, 0.01], [-0.24, -0.05, -1.24], [0.78, 0.00, -0.09], [-0.67, -0.51, 0.83], [0.33, -0.13, 0.55], [0.97, 0.01, 0.08], [-0.72, -0.17, 0.26], [0.92, -3.26, -1.22], [0.49, 0.47, 0.65], [-1.13, 0.80, 1.34], [-0.73, -0.37, -1.34], [0.27, 0.70, 1.37], [0.15, -0.25, -0.27], [0.95, 1.69, 0.26], [-1.12, -0.34, 3.86], [0.72, 0.11, -2.06], [-0.72, 0.50, -1.18], [-0.31, 0.50, 0.38], [-0.26, -0.55, -0.11], [0.21, 0.02, -0.69], [0.21, -0.59, -0.20], [0.56, 0.28, -0.13], [-0.24, 0.52, 0.38], [-0.34, -0.53, 0.26], [0.13, -0.81, -0.25], [0.63, -0.21, 0.16], [-0.12, -0.63, -0.03], [0.42, -0.22, -0.37], [0.30, -0.47, -0.29], [-0.34, -0.05, 0.44], [0.32, 0.41, -0.49], [-0.26, 0.19, -0.57], [-0.58, -0.54, 0.00], [-0.54, 0.34, -0.18], [-0.43, -0.31, 0.36], [0.45, 0.12, 0.41], [-0.38, 0.52, -0.02], [0.89, 0.32, 0.14], [-0.21, -0.54, -0.13], [0.24, 0.10, -0.19], [0.11, 0.38, 0.44], [-0.27, -0.27, -0.34], [0.23, 0.36, -0.31], [0.23, 0.20, -0.40], [0.52, 0.05, -0.11], [-0.41, -0.23, 0.34], [-0.48, -0.12, 0.04], [-0.40, -0.25, -0.52], [0.00, 0.52, 0.30], [-0.10, 0.46, -0.55], [0.16, -0.17, 0.49], [0.56, -0.23, -0.32], [0.19, 0.31, -0.52], [0.56, 0.20, 0.25], [0.60, 0.01, 0.19], [-0.32, -0.58, 0.01], [-0.53, 0.34, -0.30], [0.05, -0.10, 0.06], [0.06, 0.12, -0.24], [-0.24, 0.08, -0.04], [0.08, 0.19, 0.15], [0.03, -0.16, 0.05]]
}


Record 2
{
  "formula": "C4H9OS",
  "method": "wB97M-V/def2-TZVPD",
  "e_above_lowest_kj_mol": 222.7,
  "lumo_energy_ev": 3.19,
  "total_charge": -1,
  "e_tot_ev": -17175.07256,
  "orbital_gap_ev": 5.5,
  "symbols": ["O", "C", "C", "C", "C", "S", "H", "H", "H", "H", "H", "H", "H", "H", "H"],
  "positions_angstrom": [[-1.171084, 1.034501, 2.387502], [-1.096113, 0.263388, 1.371263], [0.386291, -0.005723, 0.996353], [0.869787, 0.612500, -0.355677], [0.097268, 0.036506, -1.601450], [0.779263, -1.510051, -2.282415], [-1.577989, 0.542695, 0.398034], [-1.657087, -0.773977, 1.623705], [1.036436, 0.396653, 1.809446], [0.560746, -1.062742, 1.200805], [0.567827, 1.667186, -0.311090], [1.964227, 0.775000, -0.424399], [-0.100667, 0.625783, -2.443596], [-0.905701, -0.423590, -1.191479], [0.246796, -2.178129, -1.177001]],
  "atomic_forces_ev_per_a": [[-0.73, 2.24, 1.74], [-0.09, -2.19, -0.34], [1.38, -0.25, 0.19], [-1.03, 0.47, -0.09], [-0.88, -2.43, 2.88], [-0.23, -0.98, 1.21], [-0.43, 0.52, -0.10], [0.85, 0.56, -0.77], [-0.73, 0.36, -0.50], [0.30, -0.58, -1.07], [-0.45, 0.01, 0.20], [-0.34, -1.00, -0.41], [-0.17, 1.39, -0.86], [1.69, 1.77, -0.87], [0.85, 0.12, -1.22]]
}


> Number 2 is which compound?

C4H9OS


Copy entry 2 word for word.
{
  "formula": "C4H9OS",
  "method": "wB97M-V/def2-TZVPD",
  "e_above_lowest_kj_mol": 222.7,
  "lumo_energy_ev": 3.19,
  "total_charge": -1,
  "e_tot_ev": -17175.07256,
  "orbital_gap_ev": 5.5,
  "symbols": ["O", "C", "C", "C", "C", "S", "H", "H", "H", "H", "H", "H", "H", "H", "H"],
  "positions_angstrom": [[-1.171084, 1.034501, 2.387502], [-1.096113, 0.263388, 1.371263], [0.386291, -0.005723, 0.996353], [0.869787, 0.612500, -0.355677], [0.097268, 0.036506, -1.601450], [0.779263, -1.510051, -2.282415], [-1.577989, 0.542695, 0.398034], [-1.657087, -0.773977, 1.623705], [1.036436, 0.396653, 1.809446], [0.560746, -1.062742, 1.200805], [0.567827, 1.667186, -0.311090], [1.964227, 0.775000, -0.424399], [-0.100667, 0.625783, -2.443596], [-0.905701, -0.423590, -1.191479], [0.246796, -2.178129, -1.177001]],
  "atomic_forces_ev_per_a": [[-0.73, 2.24, 1.74], [-0.09, -2.19, -0.34], [1.38, -0.25, 0.19], [-1.03, 0.47, -0.09], [-0.88, -2.43, 2.88], [-0.23, -0.98, 1.21], [-0.43, 0.52, -0.10], [0.85, 0.56, -0.77], [-0.73, 0.36, -0.50], [0.30, -0.58, -1.07], [-0.45, 0.01, 0.20], [-0.34, -1.00, -0.41], [-0.17, 1.39, -0.86], [1.69, 1.77, -0.87], [0.85, 0.12, -1.22]]
}


> Which formula does entry 1 have?

C26H40BF4N2O5S2